[1]
{"formula": "C6H29NO11", "method": "ωB97M-V with the def2-TZVPD basis set", "species": ["C", "N", "C", "C", "C", "C", "C", "O", "H", "H", "H", "H", "H", "H", "H", "H", "H", "O", "H", "H", "O", "H", "H", "O", "H", "H", "O", "H", "H", "O", "H", "H", "O", "H", "H", "O", "H", "H", "O", "H", "H", "O", "H", "H", "O", "H", "H"], "xyz": [[2.575, -1.927, 1.487], [1.906, -0.898, 1.809], [2.345, 0.403, 1.504], [3.490, 0.920, 1.955], [1.308, 1.219, 0.782], [0.956, 0.657, -0.612], [1.870, 1.143, -1.691], [2.028, 0.546, -2.747], [3.533, -1.899, 0.976], [2.187, -2.899, 1.745], [3.720, 1.960, 1.820], [4.222, 0.324, 2.489], [0.382, 1.284, 1.374], [1.615, 2.272, 0.679], [0.901, -0.430, -0.671], [-0.027, 1.043, -0.912], [2.373, 2.099, -1.552], [-0.002, -3.546, 0.784], [-0.709, -3.181, 1.342], [-0.191, -3.183, -0.098], [-3.409, 2.302, -0.498], [-3.567, 1.500, -1.043], [-3.393, 1.882, 0.398], [-1.415, 0.701, 3.707], [-0.574, 0.594, 3.236], [-1.545, -0.079, 4.251], [3.828, -0.367, -0.965], [4.392, 0.259, -0.488], [4.074, -0.303, -1.892], [0.517, -1.686, -3.029], [0.970, -0.812, -2.937], [1.211, -2.352, -2.985], [-1.599, -1.931, -1.458], [-0.808, -1.699, -2.027], [-2.067, -2.658, -1.885], [-1.525, 3.905, -1.537], [-2.036, 4.612, -1.930], [-2.174, 3.244, -1.189], [-3.752, -0.185, -1.534], [-4.170, -0.504, -0.730], [-2.911, -0.705, -1.557], [-3.299, 0.714, 1.754], [-2.853, 1.052, 2.554], [-2.774, -0.094, 1.533], [-1.676, -1.473, 1.209], [-0.838, -1.005, 1.389], [-1.662, -1.654, 0.244]], "nbo_charge": [0.00, -0.47, 0.16, -0.47, -0.44, -0.54, 0.51, -0.60, 0.17, 0.20, 0.21, 0.21, 0.22, 0.23, 0.23, 0.27, 0.13, -0.97, 0.49, 0.47, -1.02, 0.50, 0.51, -0.95, 0.48, 0.49, -0.95, 0.49, 0.49, -0.99, 0.51, 0.49, -1.02, 0.53, 0.50, -1.01, 0.46, 0.50, -0.97, 0.48, 0.49, -1.01, 0.50, 0.50, -0.99, 0.49, 0.50], "fmax_ev_per_a": 1.35, "smiles": "C=NC(=C)CCC=O.O.O.O.O.O.O.O.O.O.O", "homo_lumo_gap_ev": 9.79}

=====

[2]
{"formula": "C6H29NO8", "method": "ωB97M-V with the def2-TZVPD basis set", "species": ["C", "C", "N", "C", "C", "C", "C", "O", "H", "H", "H", "H", "H", "H", "H", "H", "H", "H", "H", "H", "H", "H", "H", "O", "H", "H", "O", "H", "H", "O", "H", "H", "O", "H", "H", "O", "H", "H", "O", "H", "H", "O", "H", "H"], "xyz": [[0.417, 2.728, 0.624], [-0.065, 1.443, 1.265], [-0.198, 0.312, 0.318], [0.660, -0.864, 0.587], [-0.022, -2.120, 0.050], [2.066, -0.770, -0.022], [2.994, 0.307, 0.550], [3.580, 1.126, -0.449], [0.313, 3.551, 1.335], [-0.185, 3.005, -0.244], [1.457, 2.665, 0.314], [-1.042, 1.609, 1.729], [0.601, 1.165, 2.080], [-0.047, 0.643, -0.631], [0.749, -0.942, 1.669], [-1.017, -2.261, 0.475], [-0.147, -2.055, -1.034], [0.555, -3.024, 0.251], [2.521, -1.758, 0.077], [1.970, -0.617, -1.099], [3.840, -0.146, 1.067], [2.468, 0.924, 1.284], [2.929, 1.348, -1.140], [-1.718, -0.047, -3.206], [-2.220, 0.553, -3.765], [-2.385, -0.520, -2.658], [0.837, -0.451, -4.071], [-0.115, -0.362, -3.850], [1.079, -1.365, -3.900], [-2.275, -0.882, 3.509], [-2.436, -1.828, 3.575], [-2.412, -0.654, 2.565], [-2.706, -0.357, 0.778], [-3.152, 0.496, 0.838], [-1.709, -0.166, 0.550], [0.408, -0.309, 4.200], [-0.518, -0.489, 3.937], [0.410, -0.245, 5.160], [1.672, 1.628, -2.486], [2.022, 2.296, -3.084], [1.367, 0.897, -3.071], [-3.593, -1.272, -1.676], [-3.649, -2.233, -1.615], [-3.304, -0.961, -0.785]], "nbo_charge": [-0.63, -0.22, -0.67, -0.05, -0.61, -0.45, -0.06, -0.75, 0.22, 0.21, 0.22, 0.17, 0.22, 0.39, 0.21, 0.21, 0.20, 0.22, 0.21, 0.21, 0.18, 0.15, 0.49, -1.00, 0.48, 0.52, -0.99, 0.51, 0.48, -0.98, 0.48, 0.50, -1.04, 0.48, 0.51, -0.99, 0.50, 0.47, -1.00, 0.48, 0.51, -0.99, 0.48, 0.51], "fmax_ev_per_a": 0.46, "smiles": "CCN[C@@H](C)CCO.O.O.O.O.O.O.O", "homo_lumo_gap_ev": 9.76}

=====

[3]
{"formula": "C6H29NO9", "method": "ωB97M-V with the def2-TZVPD basis set", "species": ["N", "C", "C", "C", "C", "C", "C", "O", "H", "H", "H", "H", "H", "H", "H", "H", "H", "H", "H", "H", "H", "O", "H", "H", "O", "H", "H", "O", "H", "H", "O", "H", "H", "O", "H", "H", "O", "H", "H", "O", "H", "H", "O", "H", "H"], "xyz": [[-1.011, -2.719, 2.271], [0.094, -1.791, 2.080], [1.380, -2.372, 1.475], [1.923, -1.419, 0.487], [1.000, -0.892, -0.557], [0.288, 0.250, -0.609], [-0.600, 0.633, -1.757], [-0.764, 2.079, -1.754], [-0.963, -3.485, 1.658], [-0.873, -3.123, 3.097], [-0.348, -0.937, 1.462], [0.356, -1.204, 3.031], [1.059, -3.293, 0.979], [2.251, -2.853, 2.122], [2.534, -2.090, -0.157], [2.384, -0.575, 1.041], [1.062, -1.516, -1.515], [0.462, 1.037, 0.192], [0.001, 0.444, -2.676], [-1.607, 0.112, -1.789], [-1.503, 2.511, -1.207], [3.306, 1.169, 0.374], [4.073, 1.689, 0.602], [2.658, 1.775, 0.720], [0.084, 3.980, -0.145], [0.194, 3.266, -0.811], [-0.197, 4.845, -0.263], [-2.346, -1.503, -0.765], [-1.465, -1.274, -0.377], [-2.862, -1.476, -0.067], [-1.002, -3.834, -0.892], [-1.827, -3.376, -0.700], [-1.014, -4.160, -1.810], [-2.260, 1.488, 0.576], [-1.330, 1.805, 0.801], [-2.517, 0.774, 1.164], [2.567, 1.705, -2.829], [3.058, 1.535, -1.977], [2.137, 0.831, -2.838], [-4.137, 0.807, -1.233], [-3.386, 0.948, -0.730], [-3.939, 0.614, -2.137], [1.162, 2.914, 2.067], [1.533, 3.789, 1.868], [0.383, 2.895, 1.530]], "nbo_charge": [-0.84, -0.23, -0.42, -0.48, -0.15, -0.26, -0.13, -0.78, 0.36, 0.34, 0.17, 0.20, 0.21, 0.22, 0.22, 0.25, 0.20, 0.18, 0.19, 0.23, 0.51, -0.95, 0.47, 0.49, -1.05, 0.53, 0.50, -0.94, 0.49, 0.46, -0.98, 0.49, 0.48, -0.97, 0.49, 0.49, -0.94, 0.48, 0.46, -0.96, 0.48, 0.47, -0.96, 0.48, 0.48], "fmax_ev_per_a": 7.07, "smiles": "NCCC/C=C/CO.O.O.O.O.O.O.O.O", "homo_lumo_gap_ev": 9.42}

=====

[4]
{"formula": "C6H2FI", "method": "ωB97M-V with the def2-TZVPD basis set", "species": ["C", "C", "C", "C", "C", "C", "F", "I", "H", "H"], "xyz": [[-1.116, 0.963, 1.590], [-0.518, 1.879, 2.393], [-0.802, 0.366, 0.534], [0.838, 0.863, -0.131], [0.455, 2.663, 2.475], [1.743, 1.415, 0.501], [2.791, 1.760, 1.291], [1.586, 4.164, 2.998], [-1.223, -0.413, -0.024], [0.647, 0.513, -1.102]], "nbo_charge": [-0.04, -0.07, -0.21, -0.42, -0.30, 0.49, -0.27, 0.35, 0.23, 0.26], "fmax_ev_per_a": 3.18, "homo_lumo_gap_ev": [7.81, 7.80]}

=====

[5]
{"formula": "C6H2FO3", "method": "ωB97M-V with the def2-TZVPD basis set", "species": ["C", "C", "C", "C", "C", "C", "O", "O", "O", "F", "H", "H"], "xyz": [[-0.655, 0.018, -0.370], [0.764, 0.173, -0.021], [1.538, 0.403, -1.033], [-0.797, -2.157, 0.832], [-1.450, -1.028, 0.003], [0.438, -2.312, 1.186], [2.087, 0.744, -2.027], [-2.669, -1.169, -0.208], [1.586, -2.384, 1.480], [-1.705, -3.138, 1.152], [-1.080, 0.746, -1.044], [1.120, 0.009, 0.980]], "nbo_charge": [-0.50, -0.55, 0.68, 0.03, 0.39, 0.60, -0.54, -0.71, -0.51, -0.33, 0.19, 0.24], "fmax_ev_per_a": 2.34, "total_charge": -1, "homo_lumo_gap_ev": 6.24}

=====

Copy entry 4 word for word.
{"formula": "C6H2FI", "method": "ωB97M-V with the def2-TZVPD basis set", "species": ["C", "C", "C", "C", "C", "C", "F", "I", "H", "H"], "xyz": [[-1.116, 0.963, 1.590], [-0.518, 1.879, 2.393], [-0.802, 0.366, 0.534], [0.838, 0.863, -0.131], [0.455, 2.663, 2.475], [1.743, 1.415, 0.501], [2.791, 1.760, 1.291], [1.586, 4.164, 2.998], [-1.223, -0.413, -0.024], [0.647, 0.513, -1.102]], "nbo_charge": [-0.04, -0.07, -0.21, -0.42, -0.30, 0.49, -0.27, 0.35, 0.23, 0.26], "fmax_ev_per_a": 3.18, "homo_lumo_gap_ev": [7.81, 7.80]}